1.
# C3H4NO

An isolated ion of composition C3H4NO and charge +1 (ωB97M-V/def2-TZVPD, OMol25).

Each line ends with the Mulliken spin population.
CARTESIAN COORDINATES (ANGSTROEM)
C  -0.82261  -0.04647  -1.75804  1.0276
C  -0.76379  -0.22411  -0.33049  0.0717
C  0.79961  0.18613  -0.41072  0.0751
N  0.12098  -0.09139  -2.50271  0.0859
O  1.25557  -0.09214  -1.76497  0.6211
H  -1.19907  0.45876  0.41523  0.0144
H  -0.77577  -1.34396  -0.05086  0.0547
H  0.69221  1.29854  -0.41505  0.0337
H  1.48647  -0.44677  0.25486  0.0158

Force components x, y, z for each atom (eV/Å):
C -6.3 -0.6 2.5
C 3.1 -0.7 0.6
C 0.6 -1.0 1.8
N 4.2 0.1 -4.5
O -0.8 -0.2 0.6
H -0.6 -0.5 -0.7
H -0.5 1.6 -0.4
H 1.2 -0.6 0.8
H -0.8 1.8 -0.6

- multiplicity = 3
- strongest force on any atom (hartree/bohr) = 0.1327
- ΔE to the lowest compared entry with this formula, charge and spin (kJ/mol) = 250.4
- calculated total energy (eV) = -6698.322
- <S²> = 2.013
- Kohn-Sham gap (spin up / spin down) (eV) = 11.4 / 8.5
- HOMO level (spin up / spin down) (eV) = -16.33 / -18.32
- charge = +1



2.
# C16H30BBr4ClF3N2O5P2

A 3-piece molecular cluster, C16H30BBr4ClF3N2O5P2 overall (ωB97M-V/def2-TZVPD, OMol25).

Each line ends with the natural charge from an NBO analysis.
CARTESIAN COORDINATES (ANGSTROEM)
C  -0.69615  -0.03226  3.08803  -0.6209
C  0.35119  0.24420  1.97292  -0.7017
P  0.08291  -1.08905  0.70961  0.7684
C  1.13519  -2.55376  1.22071  -0.9171
C  0.76201  -0.59928  -0.97465  0.2601
N  1.86850  -0.04439  -1.35040  -0.5812
B  2.94574  0.34158  -0.37461  1.2513
O  2.81862  1.38265  0.49887  -0.8426
O  4.09988  -0.34951  -0.36434  -0.6922
C  5.25570  0.43914  -0.03257  -0.2601
C  1.85787  0.04678  -2.82446  -0.0890
C  2.87683  0.93605  -3.58328  -0.1018
O  3.23569  0.26268  -4.78692  -0.5093
C  4.34245  -0.52793  -4.69569  1.1584
F  4.63778  -0.90394  -3.47067  -0.3132
F  5.35001  0.06595  -5.28199  -0.2969
F  4.10112  -1.63587  -5.37931  -0.3105
C  0.39031  -0.01005  -3.29189  -0.5591
P  -0.65975  1.55444  -3.29851  1.2157
N  0.34370  2.88495  -2.82808  -1.1755
O  -1.01442  1.81100  -4.90184  -0.9400
C  -0.16165  -0.94044  -2.15741  -0.3185
C  -0.36370  -2.46062  -2.48283  -0.5051
C  -1.86623  -2.75222  -2.46772  0.5710
O  -2.47574  -2.94599  -3.40712  -0.4492
Cl  -2.71202  -2.83761  -0.88746  -0.0713
H  -0.33450  0.38109  4.03399  0.2402
H  -1.69707  0.32258  2.82125  0.2355
H  -0.78877  -1.11758  3.26244  0.2118
H  1.33655  0.15697  2.45225  0.2318
H  0.28331  1.26286  1.57744  0.2269
H  1.24353  -2.56181  2.31068  0.2651
H  2.10883  -2.58434  0.71980  0.2358
H  0.57989  -3.46235  0.96009  0.2539
H  2.15833  1.99219  0.13099  0.4928
H  5.21671  1.45846  -0.43394  0.1840
H  5.38784  0.53676  1.05180  0.2036
H  6.17525  -0.01847  -0.40787  0.2133
H  2.20246  -0.96736  -3.10969  0.2340
H  2.34109  1.84109  -3.89803  0.2307
H  3.72333  1.28154  -2.97826  0.2099
H  0.21106  -0.48902  -4.26072  0.2855
H  0.97104  2.64913  -2.06747  0.3612
H  -0.20773  3.70968  -2.62116  0.4158
H  -0.19481  1.70963  -5.41829  0.4821
H  -1.13674  -0.64885  -1.72903  0.2901
H  0.08234  -2.77430  -3.42886  0.2593
H  0.08127  -3.05774  -1.67329  0.2452
Br  -3.60052  1.63434  3.79593  -0.0193
C  -3.34976  3.37115  4.64345  -0.4427
C  -1.91026  3.80839  4.59010  -0.4487
Br  -0.82400  2.85840  5.89692  -0.0074
H  -3.73341  3.28574  5.65562  0.2404
H  -3.97720  4.05731  4.07730  0.2339
H  -1.82223  4.86000  4.85674  0.2369
H  -1.45260  3.64327  3.61906  0.2211
Br  -4.31193  -2.52806  1.67848  -0.0296
C  -5.88374  -2.69538  2.82032  -0.4394
C  -5.89384  -1.65193  3.90466  -0.4512
Br  -4.63994  -2.09279  5.32643  -0.0103
H  -5.88558  -3.71045  3.20553  0.2364
H  -6.73374  -2.56184  2.15346  0.2334
H  -6.86965  -1.61282  4.38535  0.2361
H  -5.62979  -0.66159  3.54565  0.2317

Force components x, y, z for each atom (eV/Å):
C 0.2 -0.6 -0.5
C 0.7 -0.3 0.7
P -1.0 -0.2 0.4
C 0.0 0.2 -0.5
C -0.1 -1.2 0.1
N -1.5 0.6 0.0
B 1.5 0.0 1.0
O -0.9 0.3 -1.5
O -0.2 0.3 -0.9
C 1.2 0.3 0.8
C 1.7 -1.9 -2.2
C -1.4 1.1 0.3
O 0.0 0.3 1.1
C -0.9 -0.5 -1.6
F 0.5 0.3 1.1
F 1.1 0.5 0.2
F -0.3 -0.6 -0.4
C 0.0 0.5 1.3
P -2.5 0.3 0.1
N 0.7 -0.9 -0.6
O 1.6 -0.4 0.9
C -0.2 0.7 0.8
C 0.3 0.2 1.5
C 2.3 0.2 2.9
O -2.5 -0.7 -4.1
Cl 0.7 0.1 -0.3
H -0.3 0.2 -0.2
H 0.6 -0.1 0.1
H 0.0 0.2 -0.1
H -0.1 0.1 -0.4
H -0.2 -0.2 -0.1
H 0.1 0.2 -0.2
H -0.1 0.0 0.3
H 0.1 0.2 0.0
H 0.0 0.1 0.8
H -0.3 -0.3 -0.1
H -0.3 -0.1 -0.2
H -0.5 -0.3 -0.2
H 0.2 0.3 0.2
H 0.3 -0.1 -0.1
H 0.0 -0.4 -0.1
H 0.5 0.2 0.1
H 0.0 0.3 0.0
H 0.0 -0.1 0.2
H -0.4 0.3 -0.4
H 0.1 0.4 -0.6
H -0.2 0.2 0.0
H 0.0 0.0 -0.3
Br -0.3 0.2 0.2
C -0.2 0.0 -0.3
C 0.1 0.1 0.3
Br 0.0 0.0 -0.1
H 0.1 0.0 0.0
H 0.1 0.0 0.0
H -0.1 0.0 0.0
H -0.1 0.0 0.0
Br -0.2 0.0 0.4
C -0.1 0.1 -0.2
C 0.0 -0.1 0.3
Br 0.0 0.1 -0.1
H 0.0 0.1 0.1
H 0.0 0.0 0.0
H 0.0 0.0 -0.1
H 0.0 0.0 0.0

- strongest force on any atom (hartree/bohr) = 0.0945
- calculated total energy (eV) = -350391.344
- Kohn-Sham gap (eV) = 7.1
- HOMO level (eV) = -11.53
- charge = +1



3.
# C23H28NPdS4

C23H28NPdS4 as an isolated structure (ωB97M-V/def2-TZVPD, OMol25).

Each line ends with the Mulliken spin population.
CARTESIAN COORDINATES (ANGSTROEM)
Pd  12.08595  6.04624  12.32555  1.5867
C  10.44356  3.79285  14.14173  -0.0125
C  10.83794  4.76234  15.20352  0.0110
S  12.11702  5.89406  14.55472  0.2991
C  11.54289  7.48136  15.29473  0.0095
C  10.31132  8.00358  14.58451  -0.0017
S  10.48282  7.80898  12.76912  0.3048
C  8.91640  7.02668  12.25490  0.0132
C  8.72518  5.63724  12.79079  0.0075
S  10.19433  4.60466  12.53553  0.3024
H  9.53399  3.20306  14.36714  0.0114
H  11.25722  3.08377  13.99670  -0.0061
H  11.37726  4.28664  16.04627  0.0126
H  9.97376  5.31285  15.59658  0.0022
H  12.35140  8.19840  15.18023  -0.0059
H  11.42080  7.31579  16.38877  0.0082
H  10.25317  9.08206  14.70665  0.0086
H  9.39786  7.54000  14.96642  -0.0027
H  8.98376  7.01471  11.16620  -0.0005
H  8.09520  7.67857  12.56464  0.0103
H  7.94625  5.09881  12.21836  0.0090
H  8.43663  5.67960  13.85854  -0.0069
C  7.00943  5.73323  8.88443  0.0057
C  7.65327  5.81127  7.49745  0.0567
C  7.25351  4.57103  6.68717  0.0363
C  7.11549  7.03917  6.74835  0.0287
C  9.18202  5.91165  7.58370  0.0806
C  9.92093  6.13707  6.37268  0.1793
C  11.29523  6.12666  6.36055  -0.0238
C  11.95782  6.00558  7.58246  0.1763
S  13.65400  6.17526  7.85722  0.0331
C  13.34786  5.95960  9.56570  0.0595
N  12.08230  5.79937  9.94150  0.0001
C  11.24542  5.84780  8.81474  0.2181
C  9.83948  5.75049  8.80256  0.0220
C  14.42608  5.97892  10.52938  -0.3693
C  15.81258  5.98187  10.18744  0.0804
C  16.75603  5.97698  11.18165  0.0019
C  16.36217  5.95886  12.51558  0.0839
C  15.02180  5.99289  12.85089  -0.1062
C  14.08419  6.01540  11.86150  0.8419
H  5.92693  5.76102  8.76881  -0.0007
H  7.27345  6.58666  9.51348  -0.0018
H  7.26693  4.82992  9.44643  -0.0004
H  6.17124  4.45784  6.75372  0.0043
H  7.77907  3.68271  7.04419  -0.0031
H  7.48673  4.68752  5.61360  0.0006
H  6.01058  7.01899  6.73265  0.0049
H  7.42802  7.04785  5.68202  -0.0003
H  7.50051  7.96435  7.18609  -0.0019
H  9.34177  6.33321  5.47157  -0.0012
H  11.89960  6.19492  5.43931  0.0028
H  9.31544  5.53135  9.72765  -0.0014
H  16.09588  6.03521  9.11970  0.0009
H  17.81198  5.94969  10.92769  0.0029
H  17.11463  5.92194  13.29611  -0.0013
H  14.71267  5.97653  13.89506  0.0300

Force components x, y, z for each atom (eV/Å):
Pd -1.5 0.5 -0.5
C -0.2 -0.7 -0.3
C 0.3 0.4 1.0
S -0.1 0.4 3.0
C 0.4 -0.3 0.2
C 0.0 -0.1 0.1
S -0.4 0.7 -0.3
C 0.3 0.3 -0.2
C -0.5 -0.4 0.5
S -0.3 -1.3 -0.4
H 0.4 0.4 0.0
H -0.1 -0.2 -0.4
H -0.7 0.0 -0.3
H 0.4 0.1 -0.1
H 0.3 -0.1 0.0
H -0.1 0.1 -0.7
H -0.2 0.1 0.2
H 0.0 0.1 -0.3
H -0.1 0.2 0.0
H 0.1 0.0 -0.1
H 0.1 0.4 0.4
H 0.2 -0.3 -0.5
C 0.0 0.1 0.2
C 0.4 0.2 0.1
C 0.5 -0.2 -0.6
C 0.1 0.4 -0.7
C -1.2 -0.4 0.9
C 0.5 0.1 -0.4
C 0.3 -0.1 -0.8
C 0.6 0.4 -0.3
S -0.7 -0.3 0.0
C -0.1 -0.1 0.2
N 0.0 0.4 -1.6
C -0.4 -0.3 1.4
C 1.1 0.1 -0.2
C 0.5 0.1 -1.1
C -1.1 0.3 -1.0
C 0.5 -0.2 0.1
C 0.7 0.1 -0.2
C -0.6 -0.1 1.3
C 1.1 -0.2 -0.6
H 0.0 -0.1 0.0
H 0.0 0.2 -0.1
H 0.0 -0.1 -0.2
H 0.1 -0.2 0.1
H -0.3 -0.1 0.0
H 0.0 0.0 0.4
H 0.5 0.1 0.2
H -0.2 -0.1 0.6
H -0.4 0.0 0.1
H 0.4 -0.2 0.1
H -0.6 0.2 0.5
H 0.0 0.0 -0.3
H 0.0 -0.2 0.7
H -0.2 0.1 0.0
H -0.1 0.0 0.0
H 0.3 0.0 -0.2

- multiplicity = 5
- strongest force on any atom (hartree/bohr) = 0.0588
- calculated total energy (eV) = -72586.346
- <S²> = 6.038
- Kohn-Sham gap (spin up / spin down) (eV) = 7.4 / 5.5
- HOMO level (spin up / spin down) (eV) = -16.75 / -17.86
- charge = +3



4.
# H2INO2S

A single H2INO2S molecule (ωB97M-V/def2-TZVPD, OMol25).

Each line ends with the natural charge from an NBO analysis.
CARTESIAN COORDINATES (ANGSTROEM)
N  0.29828  -1.02456  -0.12176  -1.0139
O  -1.78833  0.32893  -0.33545  -0.8525
O  0.63183  1.69332  -0.75156  -0.8376
S  -0.42077  0.36606  0.07260  1.8345
I  -0.01511  0.74638  2.37704  0.0631
H  1.23901  -0.84885  -0.24490  0.4137
H  0.05509  -1.26127  -0.99596  0.3926

Force components x, y, z for each atom (eV/Å):
N -0.3 -1.1 2.8
O 0.0 -0.5 0.3
O -3.8 -5.2 3.1
S 3.0 8.1 -2.8
I -0.2 0.1 0.3
H 3.0 0.6 0.5
H -1.7 -2.0 -4.3

- strongest force on any atom (hartree/bohr) = 0.1773
- ΔE to the lowest compared entry with this formula, charge and spin (kJ/mol) = 292.4
- calculated total energy (eV) = -24549.554
- Kohn-Sham gap (spin up / spin down) (eV) = 8.5 / 8.5
- HOMO level (spin up / spin down) (eV) = -9.90 / -9.90
- SMILES string = NS(=O)(=O)I



5.
# C11H16ClGaO2Tb

C11H16ClGaO2Tb as an isolated structure (ωB97M-V/def2-TZVPD, OMol25).

Each line ends with the Mulliken spin population.
CARTESIAN COORDINATES (ANGSTROEM)
Tb  1.42511  2.97764  -1.79006  5.9814
Cl  -0.75253  2.92231  -0.64959  -0.0001
C  0.81127  2.27620  -3.92836  -0.0310
C  2.15288  5.07370  -1.09590  -0.0287
H  1.58313  2.83543  -4.49898  0.0112
H  0.94925  1.17944  -3.86410  -0.0003
H  -0.22901  2.65566  -3.97695  -0.0042
H  2.79067  5.30749  -1.97540  0.0077
H  2.68242  4.82277  -0.15559  0.0008
H  1.18006  5.59853  -1.00959  -0.0021
Ga  0.60298  0.96296  0.27803  0.0629
C  0.52896  1.11551  2.25934  -0.0028
C  2.32320  1.24451  -0.50946  0.0013
H  1.59154  1.15577  2.56163  0.0001
H  -0.01989  2.00923  2.60518  0.0001
H  0.06883  0.18103  2.63654  0.0006
H  3.12091  1.79980  -0.06602  0.0036
H  2.62407  0.61797  -1.31589  0.0004
O  1.12681  -1.70337  0.77995  0.0017
C  -0.05028  -1.60160  0.41633  0.0023
O  -0.53296  -0.48569  -0.11914  -0.0041
C  -1.08479  -2.63531  0.74707  -0.0006
C  -2.43270  -2.44363  0.44989  0.0000
C  -3.37621  -3.36283  0.86662  0.0000
C  -2.98034  -4.51265  1.57211  0.0000
C  -1.62770  -4.71696  1.84457  0.0000
C  -0.67690  -3.79865  1.43082  0.0001
H  -2.72188  -1.52375  -0.08757  0.0000
H  -4.43671  -3.19133  0.64931  0.0000
H  -3.72736  -5.23833  1.90311  0.0000
H  -1.29788  -5.60731  2.39829  0.0000
H  0.38506  -3.91452  1.64380  0.0000

Force components x, y, z for each atom (eV/Å):
Tb 0.9 0.1 -0.6
Cl -1.5 -0.4 0.9
C 0.3 0.3 0.1
C 0.1 -0.2 -0.3
H -0.7 -0.5 -0.4
H -0.2 0.5 -0.5
H 0.6 -0.4 -0.5
H -0.2 0.6 0.7
H -0.2 0.7 -0.4
H 0.9 0.2 0.1
Ga 1.1 -0.5 1.8
C -0.3 0.1 0.0
C -1.1 0.4 -0.7
H -0.6 0.0 0.1
H 0.3 -0.5 0.1
H 0.2 0.6 0.0
H 0.5 0.1 0.8
H 0.4 -0.8 -0.6
O -1.3 -0.4 -0.5
C 0.8 1.5 0.5
O -0.1 -1.3 -0.2
C 0.2 -0.8 0.1
C 0.2 0.8 -0.3
C -0.4 -0.7 0.3
C -0.1 0.4 -0.3
C 0.0 -0.5 0.2
C -0.2 0.8 -0.3
H 0.2 -0.6 0.4
H 0.4 -0.1 0.1
H 0.2 0.2 -0.1
H -0.3 0.4 -0.3
H -0.3 0.0 0.0

- multiplicity = 7
- strongest force on any atom (hartree/bohr) = 0.0418
- ΔE to the lowest compared entry with this formula, charge and spin (kJ/mol) = 114.6
- calculated total energy (eV) = -103095.749
- <S²> = 12.691
- Kohn-Sham gap (spin up / spin down) (eV) = 6.9 / 6.7
- HOMO level (spin up / spin down) (eV) = -4.14 / -3.93
- charge = -1



6.
# C25H29N2O

A 2-piece molecular cluster, C25H29N2O overall (ωB97M-V/def2-TZVPD, OMol25).

Each line ends with the natural charge from an NBO analysis.
CARTESIAN COORDINATES (ANGSTROEM)
C  -1.99889  0.36581  -0.40213  -0.4387
N  -1.25112  0.36060  0.86785  -0.2336
C  0.19234  0.37220  0.82427  0.0626
C  0.89288  -0.83890  0.77241  -0.2122
C  2.28908  -0.83237  0.72338  -0.1712
C  2.98327  0.38308  0.71453  -0.1724
C  2.28105  1.59376  0.73852  -0.1831
C  0.88460  1.59002  0.78762  -0.2104
C  -1.93150  0.33470  1.99152  0.1353
H  -1.29907  0.36383  -1.24087  0.2542
H  -2.63827  -0.52357  -0.46679  0.2443
H  -2.62878  1.26161  -0.46003  0.2440
H  0.33086  -1.77723  0.79311  0.2341
H  2.82927  -1.78107  0.69820  0.2420
H  4.07247  0.38706  0.68175  0.2409
H  2.81692  2.54561  0.72544  0.2433
H  0.31825  2.52503  0.82130  0.2333
H  -1.38589  0.33850  2.93847  0.2544
H  -3.02187  0.37492  1.95107  0.2271
O  -1.64185  -0.68567  5.52222  -0.7475
C  -1.98875  -1.78464  6.35931  0.1902
C  -0.65284  -2.43513  6.70877  -0.0539
C  0.47847  -1.62493  6.75203  -0.1987
C  1.71816  -2.18854  7.08059  -0.2026
C  1.81288  -3.55676  7.35855  -0.2130
C  0.67558  -4.36938  7.31147  -0.2261
C  -0.56076  -3.80972  6.97372  -0.1746
C  -2.73765  -1.26266  7.61080  0.0367
C  -3.53943  -0.12435  7.52655  -0.2464
C  -4.15447  0.38123  8.68077  -0.2058
C  -3.98413  -0.27208  9.90642  -0.2111
C  -3.18385  -1.41536  9.98984  -0.1972
C  -2.55946  -1.91060  8.84010  -0.2290
C  -2.90617  -2.73922  5.58120  -0.0460
C  -2.29155  -3.34655  4.30128  -0.4131
C  -3.51273  -3.54922  3.40238  -0.4153
C  -4.52447  -2.47865  3.83946  -0.1993
N  -4.01856  -1.99052  5.09910  -0.6851
H  -2.46310  -0.36551  5.09646  0.4737
H  0.39066  -0.56242  6.51490  0.2335
H  2.59777  -1.54350  7.10542  0.2176
H  2.77865  -3.99396  7.60827  0.2208
H  0.73550  -5.43905  7.52088  0.2210
H  -1.45763  -4.43549  6.92760  0.2059
H  -3.68004  0.39508  6.57352  0.2008
H  -4.75804  1.28794  8.60860  0.2184
H  -4.46307  0.11614  10.80193  0.2224
H  -3.02422  -1.92943  10.93912  0.2230
H  -1.91887  -2.79176  8.89119  0.2257
H  -3.24232  -3.54728  6.26171  0.1843
H  -1.60873  -2.59759  3.87126  0.1982
H  -1.72401  -4.25573  4.51111  0.2347
H  -3.25745  -3.46360  2.34697  0.2024
H  -3.94215  -4.54113  3.58230  0.2173
H  -4.53125  -1.64438  3.12165  0.1456
H  -5.55506  -2.85525  3.91860  0.1980
H  -4.68286  -1.63542  5.77616  0.4007

Force components x, y, z for each atom (eV/Å):
C -0.3 0.0 -0.7
N -1.9 -0.1 2.1
C 1.6 0.0 0.0
C -0.4 0.0 0.1
C -0.1 0.3 0.0
C -0.3 0.0 -0.1
C -0.1 -0.3 0.0
C -0.4 0.0 0.1
C 1.7 0.4 -1.7
H -0.1 0.0 0.3
H 0.2 0.2 0.1
H 0.2 -0.2 0.1
H 0.3 0.3 0.0
H -0.2 0.3 0.0
H -0.3 0.0 0.0
H -0.2 -0.4 0.0
H 0.3 -0.3 0.0
H -0.1 -0.1 -0.2
H 0.3 -0.2 0.0
O -0.5 0.6 -0.8
C 0.3 0.1 0.3
C -0.3 -0.2 0.0
C 0.5 -0.3 0.2
C -0.4 -0.1 -0.1
C -0.1 0.1 0.0
C -0.2 0.3 -0.2
C 0.3 0.3 0.1
C 0.6 -0.3 -0.1
C -0.1 0.2 0.5
C 0.1 -0.3 -0.1
C 0.1 0.0 -0.2
C 0.0 0.0 -0.4
C -0.4 0.3 0.0
C 0.2 -0.8 0.4
C -0.1 0.6 0.3
C -0.2 -0.4 0.1
C -0.2 0.2 -0.3
N -0.5 1.1 -0.2
H 0.2 -0.5 0.5
H 0.1 -0.4 0.2
H -0.2 -0.3 0.0
H -0.2 0.1 0.0
H 0.1 0.3 0.0
H 0.4 0.2 0.1
H 0.1 -0.1 0.4
H 0.1 -0.3 0.1
H 0.1 0.0 -0.2
H -0.1 0.2 -0.2
H -0.2 0.3 0.1
H 0.3 0.2 -0.1
H -0.1 -0.2 0.1
H -0.1 0.1 -0.1
H -0.1 -0.2 -0.1
H 0.1 0.1 -0.2
H -0.2 -0.1 -0.1
H 0.3 0.0 -0.1
H 0.1 -0.4 -0.1

- strongest force on any atom (hartree/bohr) = 0.0553
- ΔE to the lowest compared entry with this formula, charge and spin (kJ/mol) = 130.3
- calculated total energy (eV) = -31416.090
- Kohn-Sham gap (eV) = 6.1
- HOMO level (eV) = -10.92
- charge = +1